C18H16Br2F3NO2 | ωB97M-V/def2-TZVPD

Properties
SMILES: C#CCCCc1cc2c(c(C(F)(F)F)c1C=C)C(=O)NC2=O.BrCCBr
Kohn-Sham gap, eV: 8.716

Geometry as XYZ:
```
42
Properties=species:S:1:pos:R:3:mulliken_charge:R:1
Br 8.2639 -2.6137 2.1579 -0.14
Br 4.8191 -1.2631 2.0944 -0.10
F -3.7024 -2.2304 0.5072 -0.27
F -2.4878 -2.4881 -1.2476 -0.25
F -4.5170 -1.9102 -1.4951 -0.27
O -6.3235 -0.2103 -0.9112 -0.51
O -5.0035 4.1242 -0.8107 -0.53
N -6.0044 2.0297 -1.2090 -0.34
C 5.7370 -2.4164 0.8195 -0.59
C -3.7422 2.0823 -0.6363 -0.73
C -1.7406 0.1454 -0.3064 1.92
C 1.1355 1.6506 -0.7324 -0.57
C -0.0594 2.0925 0.1466 -0.97
C 2.3858 1.3759 0.1243 -0.75
C -1.4338 1.5175 -0.1906 0.71
C -4.0318 0.7296 -0.7185 0.70
C 6.6272 -3.4267 1.4944 -0.60
C -0.6281 -0.8215 -0.0696 -1.15
C 2.1136 -0.3903 2.0851 -0.45
C -2.4430 2.4549 -0.3712 -1.16
C -3.4602 -1.7231 -0.7190 0.97
C -5.5284 0.6801 -0.9538 0.03
C -3.0651 -0.2628 -0.5839 0.15
C 0.0681 -1.4712 -0.9968 -1.00
C 2.2500 0.3001 1.1096 0.01
C -4.9472 2.9314 -0.8659 0.22
H -0.1441 3.1720 0.0216 0.35
H -0.3851 -1.7328 -1.9477 0.30
H 2.6515 2.3073 0.6297 0.34
H 0.8893 0.8422 -1.4094 0.37
H 4.9422 -2.9198 0.2721 0.32
H -2.2056 3.5113 -0.3026 0.47
H -6.6690 2.1582 -0.4406 0.27
H 6.1479 -3.9060 2.3416 0.36
H 1.4037 2.5057 -1.3578 0.36
H 1.0994 -1.7737 -0.8551 0.37
H 1.7599 -1.1696 2.7193 0.45
H -0.3665 -0.9853 0.9718 0.26
H 6.9512 -4.1854 0.7847 0.37
H 3.2440 1.1231 -0.5084 0.33
H 6.2826 -1.7631 0.1463 0.38
H 0.1169 1.9296 1.2135 0.43
```

C3H6BrNO3S | ωB97M-V/def2-TZVPD

Properties
Kohn-Sham gap (alpha / beta), eV: 7.727 / 7.344
ΔE to the lowest compared entry with this formula, charge and spin, kcal/mol: 46.1

Geometry as XYZ:
```
15
Properties=species:S:1:pos:R:3:mulliken_charge:R:1
Br -1.5376 -2.2444 1.0528 -0.01
S -1.2586 0.9765 -0.8768 0.94
O 1.1566 0.8161 1.2683 -0.60
O -1.3557 -0.1228 -1.7972 -0.47
O -2.2940 1.9161 -0.7351 -0.52
N 0.2560 1.7340 -1.1820 -0.50
C -0.7493 -0.6449 1.4876 -0.46
C 0.5979 -0.2968 0.9351 0.67
C 1.1427 -1.2320 -0.1225 -1.62
H 1.3382 -2.1749 0.2887 0.49
H 0.9355 0.9993 -0.9371 0.34
H 0.4728 -1.3400 -0.8516 0.66
H -1.0366 -0.1968 2.4816 0.37
H 0.2691 2.5695 -0.5925 0.31
H 2.0630 -0.7587 -0.4193 0.40
```

C22H19N13Ru | ωB97M-V/def2-TZVPD

Properties
Kohn-Sham gap (alpha / beta), eV: 3.366 / 3.392
ΔE to the lowest compared entry with this formula, charge and spin, kcal/mol: 47.6
Spin multiplicity: 2
Net charge: +3

Geometry as XYZ:
```
55
Properties=species:S:1:pos:R:3:mulliken_charge:R:1
Ru -1.2565 0.8857 0.0603 0.31
N -0.3414 3.6464 1.2580 -0.25
N -2.2449 -0.9630 -0.1916 -0.21
N -3.3114 -3.4731 0.2695 -0.44
N 0.0452 1.7651 -1.5535 -0.06
N -2.9956 1.9142 0.7168 0.07
N -4.9041 2.8897 1.1882 -0.76
N 2.2231 3.2825 -2.3679 -0.45
N -4.4814 2.1114 2.1508 1.09
N -3.3600 1.5022 1.9289 -0.32
N -5.2479 1.8467 3.2611 -0.54
N 0.2566 -0.4606 -0.3226 0.15
N 5.3575 -5.0273 -1.4006 -0.47
N -0.2105 2.3089 1.2432 0.62
C -1.9971 -3.2747 0.2687 -0.22
C -0.0036 -1.7587 -0.1810 0.00
C 3.1113 -4.6479 -1.1939 -0.64
C -3.9461 2.7481 0.2829 -0.27
C 0.4305 2.0082 2.3711 -0.46
C 2.2601 -2.2892 -0.7853 1.04
C 3.3744 -3.2817 -1.0063 0.78
C -0.1160 2.8970 -2.2259 -0.37
C -3.5572 -1.1605 -0.1978 -0.14
C 0.9834 3.6453 -2.6541 -0.34
C 2.4450 -0.9397 -1.0790 -0.65
C 4.7111 -2.8639 -1.0266 -0.61
C 5.7407 -3.7884 -1.2915 -0.40
C 1.3147 1.3348 -1.3738 0.64
C 0.9999 -2.7042 -0.3717 -0.19
C -1.4406 -2.0355 0.0139 0.49
C 4.1746 -5.5617 -1.3460 -0.38
C -4.0874 -2.4350 0.0122 -0.46
C 0.7316 3.1620 3.0994 -0.89
C 0.2232 4.1941 2.3487 -0.12
C 1.4061 -0.0461 -0.8484 -0.12
C 2.3900 2.1203 -1.7417 -0.25
H 3.4101 1.8172 -1.5330 0.45
H 5.0131 -1.8314 -0.9464 0.37
H -1.1301 3.2200 -2.4299 0.53
H 0.2242 5.2605 2.5022 0.49
H -4.1927 -0.3029 -0.3645 0.50
H -0.7883 4.1235 0.4961 0.15
H -4.6285 1.7728 4.0598 0.32
H 6.7575 -3.4870 -1.5370 0.39
H -3.9517 3.2462 -0.6711 0.49
H 4.0437 -6.6395 -1.2697 0.40
H 1.2486 3.2340 4.0397 0.47
H 3.3453 -0.5744 -1.5521 0.51
H -1.3825 -4.1411 0.4832 0.45
H 0.7724 -3.7483 -0.2215 0.30
H 2.1254 -5.0807 -1.1310 0.30
H -5.8746 2.6348 3.3817 0.34
H 0.8419 4.5619 -3.2142 0.43
H -5.1578 -2.5972 -0.0195 0.41
H 0.6464 0.9803 2.6127 0.53
```

no.,DFT total energy (eV)
1,-172745.4108
2,-91714.9560
3,-45045.6491